Entry P
Below is a molecular structure, C3H7N2O, with properties calculated with ωB97M-V/def2-TZVPD.

Last column: Mulliken charge in e.
Element x y z (Å)
1 C -2.667 -0.585 -0.077  -0.17
2 C -0.572 0.681 0.160  0.33
3 C 0.957 -0.626 0.104  -0.37
4 N -1.692 0.209 0.045  0.02
5 N 2.050 0.275 -0.076  -0.59
6 O 0.045 1.818 -0.005  -0.44
7 H -3.469 -0.543 0.692  0.26
8 H -2.825 -1.248 -0.872  0.29
9 H 0.767 -1.291 -0.795  0.35
10 H 1.004 -1.146 1.132  0.31
11 H 2.701 0.577 0.637  0.29
12 H 1.052 1.702 -0.067  0.49
13 H 2.648 0.177 -0.878  0.23

Output
Charge ... +1
2S+1 ... 1

---

Entry Q
Below is 2 unconnected molecules or ions with the total composition C3H7N2O, with properties calculated with ωB97M-V/def2-TZVPD.

Last column: Mulliken charge in e.
Element x y z (Å)
1 C 1.169 -1.602 -0.064  -0.28
2 C -0.158 -1.411 0.273  -0.19
3 N -0.257 -0.097 0.527  0.08
4 C 0.886 0.630 0.253  -0.17
5 N 1.882 -0.358 -0.069  -0.14
6 H 1.655 -2.515 0.037  0.40
7 H -1.039 -1.999 -0.094  0.34
8 H -1.116 0.304 0.592  0.26
9 H 0.962 1.658 0.017  0.36
10 H 2.820 -0.299 0.350  0.34
11 H -1.773 2.464 -0.391  0.34
12 H -2.768 1.634 -1.161  0.36
13 O -2.263 1.591 -0.270  -0.70

Output
Charge ... +1
2S+1 ... 1

---

Taking the most stable structure as the zero point, the relative energies in eV are entry P 2.029; entry Q 0.000.